1.
15
Properties=species:S:1:pos:R:3:forces:R:3:lowdin_charge:R:1 method="wB97M-V/def2-TZVPD" max_force_ha_per_bohr=0.0197 lumo_ha=0.0215 relative_energy_kcal_mol=24.5 total_charge=0 orbital_gap_ev=10.00
S -2.3697 -0.5996 -0.3437 0.2 0.4 -0.4 0.79
H -1.3961 1.3215 1.7144 -0.1 0.0 -0.2 0.09
N -1.0183 0.4398 -0.1922 -0.1 -0.3 -0.1 -0.54
N 1.2737 0.6300 -0.4588 0.1 0.2 -0.3 0.10
H -2.1159 2.1527 0.2915 0.1 -0.1 0.1 0.07
H -0.3725 2.2703 0.6317 -0.1 -0.1 -0.1 0.07
H 1.3014 -1.6307 0.5737 0.2 -0.1 0.0 0.05
C -1.2444 1.6076 0.6606 0.1 0.2 0.2 -0.15
C 0.2330 -0.2057 0.0071 -0.3 0.3 0.0 -0.52
H 1.0062 1.3962 -1.0836 0.1 -0.5 0.5 0.15
H -2.2799 -1.2270 0.8237 0.0 -0.3 0.5 -0.14
H 3.2416 1.1593 -0.8147 -0.3 -0.4 0.2 0.14
O 3.1003 -0.5752 0.2648 -0.4 0.8 -0.5 0.03
N 0.3318 -1.3416 0.5348 0.0 0.2 -0.1 0.18
C 2.6144 0.3739 -0.3246 0.5 -0.3 0.3 -0.31

2.
12
Properties=species:S:1:pos:R:3:forces:R:3:lowdin_charge:R:1 method="wB97M-V/def2-TZVPD" max_force_ha_per_bohr=0.0183 lumo_ha=-0.0206 relative_energy_kcal_mol=36.7 total_charge=0 orbital_gap_ev=8.47
F -2.3952 1.7805 -0.7407 -0.3 0.3 -0.2 0.05
S 1.1431 -0.6068 0.5956 0.0 0.0 -0.6 0.88
H -0.7505 0.7465 -2.1253 -0.1 0.1 -0.2 0.12
H -1.1887 -0.1969 1.6231 0.0 0.2 -0.2 0.03
C -1.7867 0.5344 1.0938 -0.5 0.0 0.8 0.09
C 2.6581 -1.2897 0.0761 -0.2 0.1 -0.5 -1.07
N 0.5728 -0.1396 -0.9470 0.2 -0.1 0.7 -0.26
C -0.5275 0.4753 -1.1000 -0.1 0.0 -0.1 -0.20
C -1.5756 0.9014 -0.1522 0.8 -0.4 -0.2 -0.36
H -2.6455 0.9564 1.6206 0.3 -0.1 -0.1 0.09
S 3.7302 -1.9381 1.0819 0.0 0.0 0.0 0.61
H 2.7654 -1.2233 -1.0261 0.0 0.0 0.6 0.03